1.
Here is a structure of composition C33H32Cl3N6O3STl at a distorted geometry from the Open Molecules 2025 dataset. Energies are from ωB97M-V with the def2-TZVPD basis set.

The orbital gap (spin up / spin down) comes out at 5.1650 / 3.0011 eV. Its spin multiplicity is 1. The calculation puts the total energy at -102901.1818 eV. The LUMO energy (spin up / spin down) comes out at -7.4 / -9.6 eV. The largest force on an atom comes out at 4.6 eV/A. As for the total charge: +2.

Geometry (Å):
Tl1 1.528 -0.099 -2.286
Cl1 1.490 -3.151 -9.588
C1 1.241 -2.611 -7.971
C2 0.377 -3.357 -7.131
C3 0.134 -2.990 -5.826
Cl2 -1.217 -3.669 -4.959
C4 0.842 -1.876 -5.278
O1 0.589 -1.544 -4.058
C5 1.895 -1.235 -6.071
C6 2.658 -0.155 -5.488
O2 2.235 0.838 -4.867
C7 1.966 -1.506 -7.439
H1 -0.120 -4.198 -7.536
H2 3.790 -0.206 -5.671
H3 2.766 -1.058 -8.059
N1 5.620 1.965 0.442
C8 4.990 3.171 0.878
C9 5.420 4.248 1.587
C10 4.515 5.282 1.853
C11 3.219 5.173 1.402
C12 2.711 4.034 0.740
C13 3.584 2.979 0.623
N2 3.430 1.715 0.032
C14 4.619 1.182 -0.143
C15 5.057 -0.125 -0.683
C16 6.410 -0.512 -0.687
S1 6.606 -2.177 -1.174
C17 4.873 -2.268 -1.355
N3 4.167 -1.204 -1.029
H4 6.608 1.878 0.186
H5 6.428 4.342 1.964
H6 4.791 6.153 2.500
H7 2.554 6.093 1.445
H8 1.721 3.946 0.338
H9 7.274 0.157 -0.518
H10 4.378 -3.173 -1.746
C18 -5.610 2.366 2.123
C19 -4.402 1.730 2.859
C20 -4.627 1.816 4.388
C21 -3.241 2.644 2.510
C22 -4.048 0.218 2.362
O3 -5.341 -0.418 2.581
C23 -2.918 -0.558 3.117
C24 -2.885 -2.113 3.020
C25 -1.649 -2.866 2.523
C26 -1.761 -4.183 2.133
C27 -0.661 -4.942 1.771
C28 0.532 -4.275 1.608
Cl3 1.731 -5.168 0.752
C29 0.677 -2.963 2.063
C30 -0.434 -2.254 2.508
C31 -3.905 0.099 0.822
N4 -2.658 0.366 0.073
C32 -1.729 -0.492 -0.458
N5 -0.938 0.205 -1.270
C33 -1.428 1.466 -1.314
N6 -2.522 1.614 -0.601
H11 -5.731 3.339 2.608
H12 -6.471 1.784 2.295
H13 -5.435 2.509 1.059
H14 -4.662 2.864 4.647
H15 -3.874 1.291 4.913
H16 -5.624 1.373 4.650
H17 -3.404 3.559 3.008
H18 -3.138 2.862 1.407
H19 -2.278 2.279 2.878
H20 -5.310 -0.819 3.458
H21 -3.158 -0.254 4.143
H22 -1.884 -0.247 2.813
H23 -3.763 -2.558 2.478
H24 -3.081 -2.550 4.021
H25 -2.727 -4.725 2.295
H26 -0.725 -5.990 1.461
H27 1.703 -2.492 1.997
H28 -0.332 -1.298 2.963
H29 -4.562 0.891 0.524
H30 -4.283 -0.917 0.579
H31 -1.582 -1.538 -0.275
H32 -1.014 2.303 -1.922

***

2.
Here is a structure of composition C33H32F6N2O7PSScTe from the Open Molecules 2025 dataset. Energies are from ωB97M-V with the def2-TZVPD basis set.

The orbital gap comes out at 7.1549 eV. Its spin multiplicity is 1. The calculation puts the total energy at -116485.2755 eV. The LUMO energy comes out at 3.7 eV. The largest force on an atom comes out at 1.0 eV/A. As for the total charge: -2.

Geometry (Å):
Sc1 -0.996 1.082 -0.955
C1 1.815 1.865 4.760
C2 1.617 2.511 3.549
C3 0.701 2.014 2.629
C4 -0.033 0.868 2.928
C5 0.177 0.220 4.146
C6 1.095 0.715 5.057
P1 -1.237 0.294 1.677
C7 -1.325 -1.504 1.959
C8 -0.142 -2.245 1.952
C9 -0.177 -3.629 1.994
C10 -1.396 -4.296 2.025
C11 -2.576 -3.568 2.018
C12 -2.542 -2.179 1.984
C13 -2.826 0.950 2.242
C14 -3.338 0.712 3.492
C15 -4.566 1.278 3.883
C16 -5.236 2.085 3.005
C17 -4.725 2.361 1.716
C18 -5.421 3.224 0.835
C19 -4.897 3.474 -0.396
C20 -3.680 2.874 -0.804
C21 -2.927 2.028 -0.013
C22 -3.494 1.783 1.292
H1 2.542 2.247 5.467
H2 2.191 3.396 3.306
H3 0.570 2.505 1.670
H4 -0.368 -0.689 4.374
H5 1.257 0.197 5.995
H6 0.813 -1.736 1.896
H7 0.751 -4.188 1.989
H8 -1.423 -5.379 2.047
H9 -3.532 -4.078 2.030
H10 -3.467 -1.618 1.956
H11 -2.796 0.084 4.191
H12 -4.966 1.080 4.870
H13 -6.179 2.539 3.293
H14 -6.357 3.672 1.156
H15 -5.418 4.131 -1.085
H16 -3.367 3.091 -1.820
F1 -2.874 3.188 -4.359
Te1 -0.957 3.096 -4.060
F2 0.919 3.135 -4.603
F3 -1.001 4.562 -5.275
F4 -1.829 1.459 -2.753
F5 -1.046 1.775 -5.366
O1 0.653 0.906 -2.952
N1 2.873 0.971 -1.233
C23 4.168 0.410 -1.117
C24 5.306 1.211 -1.030
C25 6.562 0.633 -0.931
C26 6.717 -0.749 -0.923
C27 5.587 -1.542 -1.028
C28 4.324 -0.972 -1.124
S1 8.349 -1.469 -0.741
O2 8.151 -2.894 -0.986
O3 9.163 -0.795 -1.746
O4 8.733 -1.149 0.629
H17 2.174 0.355 -0.826
H18 2.778 1.885 -0.809
H19 5.201 2.291 -1.037
H20 7.443 1.259 -0.860
H21 5.711 -2.617 -1.031
H22 3.443 -1.601 -1.208
C29 0.463 -0.327 -3.592
N2 0.850 -1.476 -2.776
C30 0.846 -2.704 -3.548
C31 0.387 -1.590 -1.482
O5 0.379 -0.590 -0.706
H23 1.057 -0.376 -4.508
H24 1.574 0.996 -2.613
H25 -0.599 -0.367 -3.857
H26 -0.149 -2.938 -3.945
H27 1.169 -3.533 -2.919
H28 1.547 -2.613 -4.377
H29 0.630 -2.569 -1.058
C32 -3.906 -2.633 -1.637
O6 -3.466 -1.341 -1.217
C33 -2.147 -1.089 -1.241
O7 -1.444 -2.042 -1.665
H30 -4.989 -2.621 -1.534
H31 -3.472 -3.411 -1.008
H32 -3.629 -2.824 -2.674
F6 0.229 2.527 -0.584

***

3.
Here is the ion C33H32F6N5O with charge +1 at a distorted geometry from the Open Molecules 2025 dataset. Energies are from ωB97M-V with the def2-TZVPD basis set.

The orbital gap comes out at 7.9335 eV. Its spin multiplicity is 1. The calculation puts the total energy at -60539.5145 eV. As for the SMILES: Cn1cc(C(c2cn(C)c3ccccc23)[N@H+]2CCC[C@@H]2CNC(=O)Nc2cc(C(F)(F)F)cc(C(F)(F)F)c2)c2ccccc21. The LUMO energy comes out at -2.3 eV. The largest force on an atom comes out at 2.8 eV/A. As for the total charge: +1.

Geometry (Å):
O1 -1.607 0.778 3.037
C1 -1.843 0.072 4.027
N1 -3.122 -0.175 4.485
C2 -4.279 0.480 3.823
C3 -4.457 -0.113 2.394
C4 -5.143 -1.464 2.513
C5 -6.641 -1.221 2.271
C6 -6.802 0.274 2.067
N2 -5.440 0.772 1.552
N3 -0.835 -0.584 4.733
C7 0.536 -0.429 4.456
C8 1.408 -1.528 4.550
C9 2.747 -1.390 4.203
C10 3.658 -2.595 4.226
F1 4.871 -2.306 4.790
F2 3.122 -3.635 4.932
F3 3.904 -3.058 2.955
C11 3.263 -0.157 3.803
C12 2.405 0.941 3.760
C13 2.944 2.286 3.336
F4 2.089 3.310 3.638
F5 4.141 2.567 3.937
F6 3.151 2.327 1.977
C14 1.054 0.818 4.072
H1 -3.154 -0.288 5.497
H2 -5.149 0.269 4.470
H3 -4.104 1.573 3.807
H4 -3.491 -0.174 1.893
H5 -4.731 -2.173 1.790
H6 -4.965 -1.896 3.507
H7 -6.998 -1.814 1.414
H8 -7.230 -1.563 3.128
H9 -7.642 0.560 1.446
H10 -6.894 0.782 3.027
H11 -5.328 1.734 1.862
H12 -1.121 -1.419 5.231
H13 1.020 -2.499 4.854
H14 4.308 -0.049 3.541
H15 0.404 1.683 4.006
C15 -0.293 1.787 -0.268
N4 -1.699 1.796 -0.603
C16 -2.723 1.411 0.227
C17 -3.914 1.338 -0.479
C18 -5.279 0.880 0.056
C19 -6.382 1.708 -0.597
C20 -6.431 3.005 -1.147
N5 -7.647 3.203 -1.798
C21 -8.115 4.358 -2.562
C22 -8.401 2.034 -1.687
C23 -7.605 1.072 -1.008
C24 -7.984 -0.267 -1.000
C25 -9.241 -0.594 -1.537
C26 -10.057 0.381 -2.135
C27 -9.628 1.719 -2.252
C28 -3.598 1.738 -1.864
C29 -2.202 2.050 -1.875
C30 -1.466 2.445 -2.990
C31 -2.153 2.653 -4.195
C32 -3.520 2.373 -4.247
C33 -4.220 1.895 -3.109
H16 0.278 2.267 -1.066
H17 -0.139 2.338 0.663
H18 0.070 0.757 -0.149
H19 -2.511 1.215 1.275
H20 -5.374 -0.099 -0.416
H21 -5.652 3.760 -1.208
H22 -9.189 4.237 -2.735
H23 -7.976 5.288 -2.005
H24 -7.613 4.453 -3.535
H25 -7.296 -1.027 -0.626
H26 -9.582 -1.629 -1.468
H27 -11.023 0.092 -2.531
H28 -10.238 2.477 -2.743
H29 -0.379 2.589 -2.931
H30 -1.617 3.013 -5.070
H31 -4.038 2.527 -5.205
H32 -5.267 1.640 -3.238

***

4.
Here is a structure of composition C33H32KN8O3 from the Open Molecules 2025 dataset. Energies are from ωB97M-V with the def2-TZVPD basis set.

The orbital gap comes out at 8.5433 eV. Its spin multiplicity is 1. The calculation puts the total energy at -69128.1059 eV. The LUMO energy comes out at -2.2 eV. The largest force on an atom comes out at 0.1 eV/A. As for the total charge: +1.

Geometry (Å):
K1 -0.653 0.322 -0.017
C1 1.779 1.449 4.536
O1 1.951 0.042 4.256
C2 1.509 -0.136 2.996
N1 1.162 0.877 2.316
C3 1.381 2.057 3.170
C4 0.178 2.963 3.244
C5 -1.101 2.432 3.371
C6 -2.204 3.266 3.452
C7 -2.037 4.645 3.414
C8 -0.764 5.182 3.296
C9 0.339 4.342 3.210
C10 1.473 -1.545 2.527
C11 1.979 -2.571 3.316
C12 1.917 -3.865 2.824
C13 1.352 -4.087 1.579
C14 0.868 -2.992 0.874
N2 0.929 -1.747 1.334
C15 0.223 -3.160 -0.451
N3 -0.307 -2.228 -1.126
C16 -0.818 -2.826 -2.365
C17 -0.597 -4.344 -2.149
O2 0.201 -4.414 -0.942
C18 -2.259 -2.470 -2.642
C19 -2.716 -2.417 -3.953
C20 -4.052 -2.160 -4.223
C21 -4.943 -1.937 -3.184
C22 -4.490 -1.978 -1.872
C23 -3.157 -2.251 -1.603
H1 2.714 1.838 4.932
H2 0.992 1.555 5.282
H3 2.214 2.628 2.750
H4 -1.237 1.356 3.389
H5 -3.196 2.843 3.537
H6 -2.898 5.299 3.487
H7 -0.624 6.256 3.273
H8 1.333 4.763 3.106
H9 2.407 -2.351 4.283
H10 2.301 -4.691 3.407
H11 1.278 -5.079 1.157
H12 -0.207 -2.459 -3.194
H13 -0.046 -4.826 -2.952
H14 -1.530 -4.876 -1.970
H15 -2.020 -2.575 -4.769
H16 -4.396 -2.129 -5.250
H17 -5.985 -1.734 -3.392
H18 -5.180 -1.805 -1.056
H19 -2.810 -2.294 -0.577
N4 -2.991 1.017 -6.537
C24 -2.409 0.941 -5.301
C25 -1.054 0.635 -5.148
C26 -0.517 0.594 -3.878
N5 -1.205 0.829 -2.759
C27 -2.500 1.128 -2.915
C28 -3.137 1.198 -4.136
H20 -2.507 0.628 -7.326
H21 -3.994 1.026 -6.598
H22 -0.429 0.437 -6.010
H23 0.534 0.355 -3.752
H24 -3.059 1.321 -2.005
H25 -4.192 1.437 -4.184
C29 -3.778 4.680 0.003
N6 -2.329 4.536 -0.069
C30 -1.511 5.590 -0.271
C31 -0.169 5.448 -0.323
C32 0.331 4.126 -0.140
N7 -0.457 3.090 0.050
C33 -1.806 3.248 0.093
O3 -2.583 2.309 0.261
N8 1.659 3.897 -0.142
H26 -4.035 5.722 -0.172
H27 -4.133 4.370 0.984
H28 -4.250 4.050 -0.746
H29 -1.994 6.552 -0.385
H30 0.482 6.293 -0.480
H31 2.319 4.629 -0.321
H32 1.984 2.953 -0.019

***

5.
Here is a structure of composition C33H32N3O8S4Sm at a distorted geometry from the Open Molecules 2025 dataset. Energies are from ωB97M-V with the def2-TZVPD basis set.

The orbital gap (spin up / spin down) comes out at 7.6348 / 7.6454 eV. Its spin multiplicity is 6. The calculation puts the total energy at -116838.2890 eV. The LUMO energy (spin up / spin down) comes out at -0.3 / -0.3 eV. The largest force on an atom comes out at 2.0 eV/A. As for the total charge: 0.

Geometry (Å):
Sm1 0.455 -0.380 0.054
C1 1.827 -4.548 -0.487
C2 2.684 -3.729 -1.430
S1 1.871 -2.335 -2.297
C3 0.777 -3.141 -3.529
C4 -0.546 -3.667 -2.992
S2 -1.244 -2.543 -1.705
C5 -2.267 -3.828 -0.885
C6 -2.920 -3.308 0.374
S3 -1.794 -2.778 1.705
C7 -1.116 -4.356 2.350
C8 0.074 -4.909 1.580
S4 1.232 -3.599 0.971
H1 2.421 -5.381 -0.102
H2 0.956 -4.940 -1.009
H3 3.138 -4.381 -2.179
H4 3.466 -3.225 -0.866
H5 1.335 -3.936 -4.024
H6 0.601 -2.334 -4.239
H7 -0.422 -4.658 -2.555
H8 -1.267 -3.748 -3.807
H9 -1.632 -4.688 -0.678
H10 -3.043 -4.131 -1.591
H11 -3.593 -4.058 0.793
H12 -3.474 -2.397 0.145
H13 -1.919 -5.090 2.386
H14 -0.821 -4.100 3.365
H15 -0.260 -5.477 0.711
H16 0.654 -5.570 2.228
O1 1.663 1.585 -0.682
C9 1.923 2.191 -1.720
C10 1.365 1.933 -3.008
C11 1.727 2.742 -4.084
C12 1.130 2.571 -5.315
C13 0.140 1.580 -5.495
C14 -0.215 0.763 -4.470
C15 0.382 0.876 -3.168
O2 0.061 0.107 -2.221
N1 1.513 3.392 -6.409
O3 1.003 3.181 -7.494
O4 2.346 4.260 -6.204
H17 2.618 3.053 -1.679
H18 2.490 3.502 -3.972
H19 -0.325 1.502 -6.466
H20 -0.968 0.000 -4.596
O5 -3.499 -0.112 -1.153
C16 -2.476 0.137 -0.536
O6 -1.709 -0.693 0.044
C17 -2.065 1.597 -0.328
C18 -2.899 2.617 -0.819
C19 -2.614 3.915 -0.515
C20 -1.486 4.190 0.287
C21 -1.130 5.497 0.676
C22 -0.009 5.717 1.426
C23 0.799 4.642 1.829
C24 0.485 3.360 1.470
C25 -0.669 3.100 0.699
N2 -0.970 1.818 0.374
H21 -3.746 2.320 -1.414
H22 -3.230 4.728 -0.872
H23 -1.755 6.320 0.363
H24 0.265 6.722 1.712
H25 1.685 4.842 2.415
H26 1.115 2.521 1.736
O7 2.428 0.414 1.666
C26 3.083 -0.344 0.945
O8 2.592 -1.140 0.114
H27 4.195 -0.340 1.034
N3 0.041 -0.376 2.439
C27 0.109 0.164 3.452
C28 0.092 0.790 4.710
C29 0.963 1.824 5.062
C30 0.824 2.418 6.304
C31 -0.161 1.999 7.185
C32 -1.010 0.960 6.838
C33 -0.889 0.354 5.605
H28 1.728 2.149 4.373
H29 1.484 3.221 6.593
H30 -0.275 2.485 8.143
H31 -1.773 0.631 7.526
H32 -1.548 -0.448 5.311

***

6.
Here is a structure of composition C33H32N7ORu from the Open Molecules 2025 dataset. Energies are from ωB97M-V with the def2-TZVPD basis set.

The orbital gap (spin up / spin down) comes out at 7.9312 / 6.8547 eV. Its spin multiplicity is 2. The calculation puts the total energy at -49789.8371 eV. The LUMO energy (spin up / spin down) comes out at -5.5 / -6.5 eV. The largest force on an atom comes out at 0.5 eV/A. As for the total charge: +2.

Geometry (Å):
Ru1 0.213 -0.342 0.167
C1 -1.416 -1.981 2.139
C2 -2.416 -2.204 1.018
C3 -2.802 -0.984 0.220
C4 -4.136 -0.606 0.177
C5 -4.539 0.441 -0.639
C6 -3.599 1.038 -1.460
C7 -2.291 0.611 -1.370
N1 -1.871 -0.328 -0.503
N2 -0.014 -1.824 1.674
C8 0.796 -1.356 2.826
C9 2.107 -0.815 2.351
C10 3.230 -0.793 3.155
C11 4.369 -0.147 2.700
C12 4.335 0.462 1.457
C13 3.183 0.377 0.701
N3 2.090 -0.271 1.122
C14 0.562 -3.103 1.175
C15 0.306 -3.283 -0.292
C16 0.196 -4.529 -0.886
C17 -0.071 -4.598 -2.243
C18 -0.237 -3.419 -2.958
C19 -0.100 -2.218 -2.295
N4 0.191 -2.147 -0.990
H1 -1.452 -2.819 2.842
H2 -1.675 -1.073 2.685
H3 -3.325 -2.604 1.466
H4 -2.063 -2.979 0.333
H5 -4.855 -1.144 0.779
H6 -5.573 0.759 -0.655
H7 -3.864 1.824 -2.151
H8 -1.529 1.028 -2.008
H9 0.927 -2.159 3.557
H10 0.251 -0.542 3.303
H11 3.202 -1.261 4.129
H12 5.260 -0.109 3.312
H13 5.188 0.999 1.069
H14 3.124 0.838 -0.271
H15 0.169 -3.945 1.751
H16 1.641 -3.070 1.340
H17 0.300 -5.425 -0.289
H18 -0.169 -5.557 -2.733
H19 -0.472 -3.428 -4.012
H20 -0.219 -1.274 -2.809
C20 1.058 3.205 -2.543
C21 1.122 1.826 -1.973
N5 0.452 1.463 -0.934
N6 -0.371 2.444 -0.365
C22 -0.663 2.149 0.864
O1 -0.210 1.059 1.457
C23 -1.577 3.009 1.634
C24 -2.057 2.578 2.868
C25 -2.946 3.366 3.580
C26 -3.354 4.588 3.065
C27 -2.873 5.024 1.836
C28 -1.987 4.239 1.121
C29 2.013 0.830 -2.621
C30 2.728 1.138 -3.773
C31 3.578 0.179 -4.307
C32 3.689 -1.047 -3.675
C33 2.933 -1.266 -2.531
N7 2.116 -0.357 -2.017
H21 0.395 3.837 -1.968
H22 0.711 3.161 -3.578
H23 2.055 3.649 -2.555
H24 -1.727 1.629 3.270
H25 -3.316 3.033 4.540
H26 -4.044 5.207 3.623
H27 -3.186 5.981 1.441
H28 -1.602 4.574 0.167
H29 2.632 2.103 -4.247
H30 4.146 0.393 -5.201
H31 4.344 -1.819 -4.054
H32 2.988 -2.216 -2.007